Record 1
Below is 13 unconnected molecules or ions with the total composition C82H191N13O13 in a non-equilibrium geometry, with properties calculated with ωB97M-V/def2-TZVPD.

The energy relative to the best compared isomer or geometry (same formula, charge and spin) comes out at 660.87 kJ/mol. As for the gap between HOMO and LUMO: 7.896 eV.

Structure (ORCA input):
```
! RIJCOSX wB97M-V def2-TZVPD def2/J DEFGRID3
* xyz 0 1
C -11.46844 -2.28107 4.03004
C -10.45657 -3.37814 4.41577
C -9.08384 -2.77001 4.87094
O -8.58247 -1.87324 3.91797
C -7.33914 -1.36774 4.25383
N -11.17327 -4.15182 5.46415
H -11.02431 -1.53946 3.36606
H -11.76137 -1.66252 4.87839
H -12.39263 -2.75230 3.69547
H -10.27041 -3.97916 3.52570
H -8.32429 -3.55179 4.87626
H -9.05367 -2.35231 5.87728
H -6.84985 -0.77868 3.47811
H -6.61055 -2.15066 4.46425
H -7.50756 -0.70124 5.09971
H -11.15053 -3.62672 6.32663
H -12.11374 -4.20615 5.09994
C -1.48275 5.56022 -1.11357
C -0.09997 6.05487 -0.69796
C -0.28325 6.76613 0.66086
O 0.94503 7.10978 1.33186
C 1.70181 8.07629 0.56974
N 0.68700 4.88289 -0.52621
H -1.52863 4.59889 -1.62526
H -1.84827 6.21196 -1.90713
H -2.28625 5.64905 -0.38240
H 0.45376 6.59783 -1.46391
H -0.74054 6.12183 1.41177
H -0.96428 7.60870 0.54102
H 2.26309 7.56384 -0.21158
H 2.41489 8.56197 1.23586
H 1.14943 8.85028 0.03691
H 1.47189 5.27375 -0.02494
H 0.21724 4.21923 0.07296
C 4.69680 -1.78977 7.19954
C 5.47843 -2.26926 6.00112
C 5.69667 -1.27954 4.86141
O 6.48293 -1.84425 3.78832
C 6.46648 -0.97569 2.62073
N 6.78507 -2.58751 6.57282
H 3.70672 -1.57672 6.79649
H 5.16837 -1.00422 7.78999
H 4.59595 -2.50697 8.01412
H 5.07462 -3.18518 5.56969
H 6.10063 -0.33630 5.22913
H 4.67319 -1.28035 4.48643
H 6.95093 -0.00073 2.67423
H 5.44576 -0.82741 2.26825
H 7.05840 -1.49834 1.86934
H 7.43777 -2.79499 5.83051
H 7.23496 -1.83641 7.07636
C 4.20423 6.91658 5.71070
C 3.94419 5.41175 5.76442
C 5.10766 4.58629 5.14963
O 5.27036 4.57571 3.79770
C 4.24291 3.89465 3.02984
N 3.78575 5.07952 7.12807
H 4.40990 7.19249 4.67645
H 5.09710 7.17284 6.28098
H 3.41199 7.56329 6.08783
H 3.04719 5.08124 5.24075
H 5.11135 3.56100 5.51957
H 6.02521 5.04597 5.51692
H 4.07281 2.84672 3.27685
H 4.53847 3.96862 1.98329
H 3.27212 4.35518 3.21313
H 4.54313 5.53020 7.62141
H 2.91141 5.42426 7.49791
C 1.81422 6.30868 -5.71069
C 3.05061 5.51091 -5.37788
C 4.14555 6.41038 -4.64484
O 4.60572 7.63457 -5.20598
C 5.42364 7.47933 -6.33049
N 2.72206 4.31486 -4.56287
H 1.05031 5.59494 -6.01911
H 1.92103 7.07745 -6.47598
H 1.35026 6.76716 -4.83740
H 3.43609 5.14635 -6.33004
H 4.97893 5.74418 -4.42178
H 3.81649 6.67797 -3.64075
H 5.53395 8.46735 -6.77743
H 4.86678 6.97295 -7.11889
H 6.38147 6.99747 -6.13431
H 2.43286 4.66800 -3.66189
H 3.57512 3.79507 -4.41390
C 1.16624 -1.15364 -2.31941
C 0.93018 0.20925 -1.54918
C -0.43583 0.29167 -0.85648
O -0.53232 1.25045 0.20512
C -1.77190 1.30274 0.78203
N 1.97657 0.51696 -0.59922
H 2.20777 -1.08887 -2.63423
H 0.64463 -1.12521 -3.27608
H 1.04354 -2.00752 -1.65313
H 1.02839 1.04867 -2.23754
H -0.72848 -0.71744 -0.56639
H -1.18151 0.64915 -1.56660
H -2.57738 1.67284 0.14773
H -1.75722 1.87564 1.70921
H -1.94111 0.28885 1.14465
H 1.88448 1.43148 -0.18057
H 1.72991 -0.09062 0.16895
C -1.17876 2.67540 6.84782
C -1.66047 1.21576 7.15338
C -0.71581 0.39568 7.99639
O -1.18547 -0.90411 8.23949
C -0.47951 -1.58066 9.25969
N -2.95335 1.35722 7.76077
H -0.14475 2.75215 6.51164
H -1.18610 3.38074 7.67881
H -1.70010 3.12525 6.00289
H -1.68604 0.65031 6.22187
H -0.59390 0.91727 8.94569
H 0.21630 0.26995 7.44550
H -0.70974 -1.13718 10.22841
H 0.59319 -1.44539 9.12145
H -0.79021 -2.62229 9.34082
H -2.83982 1.51522 8.75184
H -3.42073 0.46187 7.75583
C -2.16621 2.67175 -6.36690
C -1.69740 2.50060 -7.91505
C -2.55727 3.62214 -8.65535
C -2.20948 3.84492 -10.08470
C -0.70268 4.08426 -10.17852
C 0.19646 2.95461 -9.56355
N -0.26440 2.70875 -8.15128
O 0.53758 1.75037 -7.50388
C 0.14914 1.74669 -10.48165
C 1.61961 3.57400 -9.64155
C -2.09163 1.06675 -8.33542
H -1.53975 2.05577 -5.72175
H -3.20957 2.43110 -6.16296
H -2.03112 3.73110 -6.14862
H -3.59337 3.28941 -8.71769
H -2.65021 4.56293 -8.11277
H -2.73684 4.71612 -10.47329
H -2.49231 3.02900 -10.74982
H -0.43182 5.06012 -9.77546
H -0.37976 4.15237 -11.21736
H 0.55528 0.85175 -10.01024
H -0.88386 1.46759 -10.68929
H 0.63250 1.90487 -11.44573
H 2.36085 2.87254 -9.25868
H 2.02108 3.76895 -10.63600
H 1.78563 4.48648 -9.06890
H -1.26235 0.45721 -8.69438
H -2.87364 1.09316 -9.09426
H -2.63935 0.55382 -7.54484
H 0.90155 2.19215 -6.73319
C -7.32459 0.14885 -1.24832
C -7.13577 -1.14247 -2.04228
C -5.65816 -1.00290 -2.58496
C -5.02156 -2.25048 -3.05587
C -4.94102 -3.21487 -1.84848
C -6.36979 -3.46459 -1.21657
N -7.13248 -2.20311 -1.10857
O -8.30375 -2.36611 -0.42392
C -7.12338 -4.48183 -2.02233
C -6.02569 -3.91780 0.21739
C -8.14400 -1.27993 -3.21462
H -7.35682 1.11112 -1.75929
H -6.63558 0.20328 -0.40545
H -8.33433 0.12778 -0.83836
H -5.69909 -0.32315 -3.43606
H -5.10892 -0.48708 -1.79734
H -3.99228 -2.06890 -3.36524
H -5.56723 -2.65236 -3.90959
H -4.16033 -2.83737 -1.18810
H -4.48626 -4.12954 -2.22885
H -8.19926 -4.30736 -2.01051
H -6.77376 -4.57310 -3.05070
H -6.88247 -5.48739 -1.67752
H -5.23229 -4.66465 0.18864
H -5.69443 -3.00170 0.70640
H -6.86616 -4.34346 0.76559
H -9.07855 -1.64423 -2.78800
H -7.84409 -2.00843 -3.96790
H -8.14924 -0.28589 -3.66178
H -8.09921 -2.05394 0.46056
C -1.52349 -4.93270 3.80579
C -0.04672 -5.25157 3.80445
C 0.39063 -5.68948 5.29240
C -0.04376 -7.09501 5.61498
C 0.42381 -8.09222 4.61890
C 0.05498 -7.80825 3.14712
N 0.28363 -6.37821 2.88739
O 0.02606 -6.11050 1.53526
C 0.97738 -8.62464 2.29731
C -1.39862 -8.29031 2.89959
C 0.78006 -4.03042 3.40924
H -1.87629 -4.71025 2.79874
H -1.75816 -4.07395 4.43474
H -2.18341 -5.77772 4.00215
H 1.44733 -5.58376 5.53798
H -0.20091 -5.07801 5.97378
H -1.11714 -7.15510 5.79478
H 0.38339 -7.33487 6.58869
H -0.09104 -8.99336 4.95204
H 1.50728 -7.99075 4.68139
H 2.01661 -8.29762 2.26320
H 1.00394 -9.65647 2.64765
H 0.54302 -8.69883 1.30035
H -1.40809 -9.27511 3.36669
H -2.22503 -7.84505 3.45357
H -1.66029 -8.28876 1.84147
H 1.83505 -4.20805 3.20058
H 0.72497 -3.23127 4.14845
H 0.35160 -3.65639 2.47940
H 0.92706 -5.91336 1.26894
C 4.90143 -5.28440 -0.52854
C 5.50511 -5.72080 -1.85282
C 6.20510 -4.48026 -2.50316
C 7.25156 -4.89208 -3.54139
C 8.34677 -5.74754 -2.90825
C 7.74058 -7.05759 -2.27825
N 6.54913 -6.67961 -1.42166
O 6.09143 -7.75770 -0.69473
C 7.33666 -8.05323 -3.38839
C 8.94799 -7.72428 -1.46578
C 4.39235 -6.32027 -2.81212
H 4.41888 -6.08455 0.03271
H 4.29801 -4.38000 -0.45081
H 5.74700 -4.95982 0.07791
H 5.45253 -3.88753 -3.02316
H 6.65558 -3.76421 -1.81581
H 7.64327 -3.98495 -4.00157
H 6.78534 -5.34002 -4.41894
H 8.88381 -5.20179 -2.13245
H 9.19504 -5.90559 -3.57424
H 7.30655 -9.07331 -3.00545
H 6.38634 -7.92598 -3.90682
H 8.10259 -8.05157 -4.16393
H 9.90981 -7.67803 -1.97651
H 9.11881 -7.14218 -0.56020
H 8.74501 -8.77159 -1.24211
H 4.11603 -7.27610 -2.36700
H 4.67932 -6.49895 -3.84837
H 3.39025 -5.91957 -2.65934
H 6.37649 -7.54483 0.19691
C -6.37302 4.22009 3.98661
C -7.82626 4.29054 4.59294
C -8.72855 3.43839 3.67704
C -10.16286 3.23581 4.14337
C -10.02089 2.68414 5.61106
C -9.08964 3.38107 6.65293
N -7.85743 3.69770 5.93948
O -6.87948 4.33543 6.79531
C -9.82706 4.53043 7.36951
C -8.74356 2.30538 7.68590
C -8.36437 5.74428 4.48997
H -5.98912 3.22274 4.20118
H -5.58692 4.85170 4.40041
H -6.32595 4.21801 2.89764
H -8.76897 3.87880 2.68080
H -8.26996 2.45012 3.64357
H -10.65786 2.45877 3.56087
H -10.78686 4.12952 4.14531
H -9.60215 1.68564 5.48551
H -11.01539 2.58579 6.04628
H -9.12051 5.07491 7.99594
H -10.35463 5.13672 6.63316
H -10.59439 4.14542 8.04114
H -7.98193 2.71591 8.34883
H -9.60687 2.06646 8.30695
H -8.33957 1.35343 7.34144
H -8.01149 6.38611 5.29721
H -9.43487 5.85159 4.66494
H -8.16511 6.24465 3.54232
H -6.16399 3.69564 6.81379
C 6.52238 1.15815 -7.36402
C 6.93390 -0.05757 -6.60325
C 8.19675 -0.67590 -7.21167
C 9.46768 0.03662 -6.79746
C 9.59243 0.08244 -5.28351
C 8.32303 0.72201 -4.56437
N 7.08241 0.08183 -5.13046
O 5.88245 0.48847 -4.49776
C 8.45722 0.41419 -3.02904
C 8.39557 2.26883 -4.69151
C 5.77932 -1.10473 -6.85744
H 5.70217 1.68373 -6.87502
H 6.32324 0.82872 -8.38378
H 7.28693 1.93069 -7.44619
H 8.32981 -1.70182 -6.86835
H 8.08075 -0.78166 -8.29031
H 9.66226 1.02583 -7.21185
H 10.31773 -0.47287 -7.25127
H 10.49981 0.67235 -5.15397
H 9.87215 -0.91815 -4.95386
H 8.67850 -0.61273 -2.73825
H 9.27063 1.04582 -2.67193
H 7.56317 0.69078 -2.47022
H 7.48471 2.73835 -4.32009
H 9.23854 2.65573 -4.11896
H 8.53200 2.60142 -5.72052
H 4.79350 -0.75434 -6.55169
H 5.98573 -2.06689 -6.38867
H 5.69648 -1.38501 -7.90752
H 5.75677 -0.17516 -3.81556
*
```

Record 2
Below is a molecular structure, C31H40GeN6O8STi in a non-equilibrium geometry, with properties calculated with ωB97M-V/def2-TZVPD.

The energy relative to the best compared isomer or geometry (same formula, charge and spin) comes out at 168.66 kJ/mol. As for the gap between HOMO and LUMO: 5.805 eV.

Structure (ORCA input):
```
! RIJCOSX wB97M-V def2-TZVPD def2/J DEFGRID3
* xyz 0 1
Ti -0.88574 1.08437 0.72294
C -2.12704 3.09514 0.53088
C -2.82162 2.29448 1.46325
C -2.00935 2.16743 2.61070
C -0.79918 2.83542 2.36846
C -0.86384 3.40505 1.07165
H -2.51368 3.46574 -0.40293
H -3.83340 1.93631 1.36188
H -2.27997 1.67078 3.52671
H 0.00718 2.97739 3.06922
H -0.13985 4.08186 0.65076
C 6.77618 1.34295 -0.97634
C 5.32577 0.98315 -1.28401
C 4.40731 1.17082 -0.07945
C 2.94591 0.85592 -0.40465
Ge 1.65333 1.47974 0.96545
C 1.92180 0.55987 2.71265
C 3.34399 0.62230 3.26900
C 3.45073 0.01961 4.66746
C 4.85568 0.14304 5.25051
H 7.41191 1.21727 -1.85389
H 7.17630 0.71131 -0.17959
H 6.85626 2.38247 -0.65017
H 5.26698 -0.05673 -1.62024
H 4.96120 1.60418 -2.10812
H 4.49467 2.20238 0.27862
H 4.75897 0.53001 0.73178
H 2.81176 -0.21066 -0.60268
H 2.69452 1.36609 -1.34115
H 2.23287 2.90046 1.27071
H 1.58592 -0.47412 2.62158
H 1.23313 1.02836 3.42135
H 3.68894 1.66174 3.29941
H 4.02947 0.08660 2.60739
H 3.16003 -1.03479 4.62472
H 2.73347 0.51821 5.32626
H 5.59302 -0.32101 4.59082
H 4.92864 -0.33853 6.22636
H 5.13333 1.19237 5.37170
O -5.98160 0.86756 -6.15707
S -5.39145 0.17275 -7.28456
O -5.62103 0.77599 -8.57680
O -5.49540 -1.27699 -7.23317
C -3.60057 0.36825 -7.00759
N -2.75099 0.18245 -8.03268
C -1.46114 0.25269 -7.75191
C -0.97691 0.50464 -6.47431
C -1.92734 0.68080 -5.49327
N -3.22290 0.60828 -5.75119
C -1.61692 0.91988 -4.06180
C -2.66308 0.89697 -3.13607
C -2.39086 1.07124 -1.80258
N -1.14156 1.26941 -1.32749
C -0.14918 1.34079 -2.22181
C -0.34350 1.17404 -3.57554
H -0.78105 0.09203 -8.58207
H 0.08711 0.55065 -6.27875
H -3.67596 0.75103 -3.49283
H -3.18641 1.03257 -1.07455
H 0.83287 1.54146 -1.82428
H 0.50761 1.24268 -4.23921
O -2.25754 -0.47514 0.54278
C -1.96548 -0.86225 1.71704
O -1.02497 -0.27781 2.32275
C -2.74990 -1.94314 2.35987
C -3.19971 -3.02570 1.61198
C -3.98800 -3.99688 2.20705
C -4.34938 -3.87986 3.54164
C -3.89993 -2.78839 4.25749
C -3.09663 -1.81792 3.69561
N -4.30232 -2.64224 5.67277
O -4.06557 -1.58218 6.21281
O -4.86206 -3.58313 6.19146
H -2.93465 -3.09770 0.56440
H -4.33617 -4.84203 1.62926
H -4.97513 -4.61454 4.02675
H -2.75179 -0.98688 4.29455
C 1.97661 -2.74381 0.86747
N 1.05820 -2.78741 -0.26253
C 0.23621 -1.76323 -0.55231
N -0.62239 -1.91597 -1.58643
O 0.29895 -0.70662 0.10583
H 2.66489 -3.58021 0.78055
H 1.44539 -2.81414 1.81681
H 2.54346 -1.81617 0.85770
H 0.96411 -3.64664 -0.77412
H -0.68730 -2.76862 -2.11217
H -1.33425 -1.21754 -1.71849
*
```

Record 3
Below is a gas-phase ion, C21H38N (charge +1) in a non-equilibrium geometry, with properties calculated with ωB97M-V/def2-TZVPD.

The energy relative to the best compared isomer or geometry (same formula, charge and spin) comes out at 6.74 kJ/mol. As for the gap between HOMO and LUMO: 8.932 eV. The structure (SMILES) is CCCCCCCCCCCCCCCC[n+]1ccccc1.

Structure (ORCA input):
```
! RIJCOSX wB97M-V def2-TZVPD def2/J DEFGRID3
* xyz 1 1
C 1.72239 4.14226 2.89906
C 1.37290 4.49169 1.45726
C 2.17115 3.66143 0.45231
C 1.88209 4.03705 -1.00293
C 0.51613 3.58320 -1.52348
C 0.39366 2.07612 -1.76186
C 1.24731 1.58298 -2.92939
C 0.91192 0.15366 -3.35462
C 1.26061 -0.89511 -2.29914
C 1.01705 -2.31966 -2.80277
C -0.46953 -2.70166 -2.87836
C -0.90356 -3.68873 -1.79430
C -0.81282 -3.11675 -0.37968
C -1.32235 -4.13012 0.64607
C -0.99032 -3.79725 2.10118
C -1.83816 -2.67365 2.71249
N -1.46835 -1.35083 2.23496
C -2.29353 -0.65147 1.44911
C -1.96462 0.61649 1.01427
C -0.74984 1.17253 1.39358
C 0.10544 0.41727 2.18733
C -0.28551 -0.83921 2.59567
H 1.49812 3.09897 3.11850
H 2.78124 4.30707 3.08183
H 1.15758 4.76297 3.59000
H 1.58961 5.54753 1.28791
H 0.29929 4.35601 1.30171
H 3.23322 3.82683 0.64439
H 1.98061 2.59583 0.60746
H 2.65999 3.61583 -1.64014
H 1.94313 5.12308 -1.09424
H 0.32306 4.09268 -2.46937
H -0.26207 3.90514 -0.82675
H 0.67353 1.52986 -0.85746
H -0.65403 1.84531 -1.97737
H 2.30424 1.63545 -2.66436
H 1.08594 2.24384 -3.78327
H -0.14995 0.09292 -3.60232
H 1.47149 -0.07548 -4.26344
H 2.31608 -0.78698 -2.03819
H 0.67390 -0.72266 -1.39279
H 1.53728 -3.02638 -2.15323
H 1.46898 -2.40953 -3.79116
H -1.08667 -1.80384 -2.80940
H -0.67846 -3.16058 -3.84495
H -0.28412 -4.58513 -1.85877
H -1.93635 -3.98914 -1.98544
H 0.22663 -2.86655 -0.15675
H -1.39837 -2.19400 -0.34215
H -0.86060 -5.09297 0.42108
H -2.40044 -4.26048 0.53401
H 0.07049 -3.55524 2.18694
H -1.17316 -4.68559 2.70723
H -1.71257 -2.68367 3.79859
H -2.89067 -2.84891 2.48497
H -3.23447 -1.11090 1.18329
H -2.65467 1.16183 0.39079
H -0.47957 2.17132 1.08969
H 1.06354 0.80399 2.49689
H 0.33962 -1.44565 3.23427
*
```

Results for LUMO energy: -0.001 -0.058 -0.153 (in Eh, following the order of the records).